Record 1
11
Properties=species:S:1:pos:R:3:forces:R:3 method="wB97M-V/def2-TZVPD" e_lumo_ev=-0.89 homo_ev=-9.54 multiplicity=1 homo_lumo_gap_ha=0.3178
N -1.492545 0.472961 0.107884 -0.985 0.480 1.368
N 1.974339 -0.151439 -0.083075 7.570 -1.412 -0.206
C 0.585690 -0.273899 -0.308997 -1.115 5.054 2.075
C -0.168078 0.937426 0.107333 -0.425 0.032 -0.455
O 2.616994 0.915048 -0.474044 -3.200 -3.507 1.572
C -1.410250 -0.843992 -0.188140 2.035 -1.497 -0.716
H -2.464519 0.937628 0.515706 3.846 -1.457 -1.568
N -0.165440 -1.349905 -0.476923 -2.399 1.524 1.161
H -2.161272 -1.550202 -0.033057 -1.557 -0.532 -0.206
O 2.695681 -1.165246 0.444680 -4.053 4.197 -2.193
H -0.010602 2.071623 0.388636 0.283 -2.882 -0.832

***

Record 2
60
Properties=species:S:1:pos:R:3:forces:R:3 method="wB97M-V/def2-TZVPD" e_lumo_ev=-2.51 homo_ev=-11.01 multiplicity=1 charge=+1 homo_lumo_gap_ha=0.3126
H 1.775792 0.204150 -3.669020 -0.824 0.107 -0.185
C -1.292501 -4.570271 -0.526456 0.360 -0.969 -0.194
H -0.266111 -2.671644 4.385970 0.090 -0.316 -0.593
H -2.006935 0.495485 -4.832243 -0.019 0.179 0.929
H -2.716986 -1.534735 4.174825 -0.205 0.412 -0.660
C -0.480041 0.473493 4.588841 -0.033 -0.343 0.478
H -0.185591 1.984197 6.095989 0.039 -0.131 0.293
C 2.208251 -1.239043 1.041952 -0.235 -0.657 0.526
C 2.296786 1.334696 0.063376 -0.056 1.150 -0.833
H 0.965553 -2.678776 3.039720 -0.863 -0.111 0.456
H -3.065979 -2.234676 2.558227 -0.267 0.617 0.466
H 1.809937 2.337190 0.032170 0.669 -0.464 -0.086
C 0.500252 -2.734571 -1.430886 -0.091 1.313 -0.767
C 0.736383 0.153112 -4.063547 0.388 -0.611 0.333
C 0.790545 0.832164 2.521250 -1.072 -0.481 0.649
C -2.129413 0.390944 -3.723009 1.069 -1.338 -1.777
H 0.559427 -0.878813 -4.339458 0.081 -0.283 -0.233
C -2.685507 -1.329976 3.083573 0.756 -1.586 -0.042
H 3.301250 1.361155 0.513880 -0.449 0.121 0.011
C 0.117473 5.095061 -2.228671 -0.816 -1.114 -0.202
F -2.642669 -2.921177 0.291034 0.465 0.331 -0.474
H 0.601831 0.790109 -4.933987 0.138 0.005 -0.109
H -2.565558 -0.596018 -3.577800 0.074 -0.116 0.234
C 1.314163 1.994393 3.026905 0.317 1.173 0.918
H 1.591513 -2.127539 1.279768 0.510 0.428 -0.392
C 0.727920 -4.052328 -1.682924 0.449 -1.757 0.231
H 1.998619 2.655566 2.451034 -0.546 -0.674 0.478
H -1.130229 -0.161647 5.191441 -0.014 0.303 -0.163
C 1.049099 4.369994 -2.921168 1.539 0.141 -0.563
C -1.104680 4.496782 -1.918354 0.300 0.587 0.052
H 1.293143 3.351383 4.715735 -0.125 -0.568 -0.141
P 1.150929 0.233529 0.870702 0.108 -0.972 -0.873
C 0.093247 1.612131 5.125819 0.118 0.829 -0.522
F -2.110224 -5.419839 0.091872 -0.010 -0.067 -0.272
H -1.877444 5.061902 -1.440735 -0.322 0.288 0.168
H -2.282813 2.711533 -2.036489 0.339 0.250 0.257
H -2.801732 1.105061 -3.368103 -1.159 1.180 0.497
H 1.996166 4.848110 -3.210420 -0.495 -0.186 0.069
H 2.880027 -1.058025 1.871959 0.097 0.021 0.424
C 0.863984 3.026660 -3.240247 -1.389 0.949 1.274
H -3.235982 -0.452545 2.748340 0.089 -0.029 0.204
C -0.717302 -2.229339 -0.941779 1.497 -0.508 0.512
C -0.195527 -5.019725 -1.242202 0.392 0.334 -0.312
F 1.539957 -1.906547 -1.784642 -0.861 -0.046 0.119
H 2.862962 -1.426961 0.189064 -0.482 0.103 -0.188
P -0.946207 -1.338379 2.456754 -0.260 1.043 0.583
F 0.029110 -6.306767 -1.505766 -0.160 0.531 0.389
H 0.290152 6.099844 -1.986876 0.251 1.237 0.311
C -1.312183 3.183881 -2.219275 -0.212 -1.049 -0.141
H -0.507605 -3.628185 2.854470 -0.388 -1.120 -0.081
H 2.402547 0.982261 -0.988207 -0.095 0.217 0.678
P -0.547375 0.586123 -2.850029 0.706 1.304 -0.358
C -0.120637 -2.742884 3.290160 0.809 1.223 0.396
C -0.174387 0.112075 3.305372 0.719 -0.661 -1.655
C -1.509712 -3.215998 -0.426018 -1.260 -0.056 0.463
C 0.924500 2.388771 4.332563 0.600 0.515 -0.414
C -0.297136 2.417031 -2.812718 -1.007 -0.696 0.219
H 1.557607 2.476746 -3.776376 1.497 -0.732 -0.831
F 1.890399 -4.485059 -2.216223 -0.703 0.388 0.148
Sn -1.211058 -0.204064 -0.299133 -0.047 0.362 0.295

***

Record 3
24
Properties=species:S:1:pos:R:3:forces:R:3 method="wB97M-V/def2-TZVPD" e_lumo_ev=-7.78 homo_ev=-11.67 multiplicity=1 charge=+1 homo_lumo_gap_ha=0.1432
C 1.085410 -1.029226 -0.727573 -2.605 1.147 -0.462
H 2.478312 -1.435989 1.780801 -0.068 0.135 -0.292
C 0.215465 -0.203655 -1.658494 -0.171 -2.931 -0.581
C 2.950020 -0.900279 0.948155 0.397 -0.243 0.127
C 0.035657 -1.829161 0.130392 0.275 -0.852 -0.825
H -4.286232 2.496062 1.947272 0.479 0.738 -0.263
C 1.938667 -0.099848 0.134395 -0.227 0.736 0.627
H -1.655097 0.776846 -2.298322 0.553 -0.422 -0.383
H 0.506735 -0.228985 -2.711938 0.392 0.463 0.070
H -0.389631 -2.497050 -0.613751 -0.209 -0.587 0.263
C -1.192030 0.170036 -1.516410 -1.185 3.236 2.568
H 1.193364 0.355015 0.798231 0.413 0.218 0.226
H 3.706253 -0.259814 1.402552 -0.096 0.125 -0.141
H -3.441609 3.967233 1.614208 -0.198 0.048 -0.339
H 1.715385 -1.660318 -1.367659 -0.106 0.144 0.137
H 2.329081 0.716501 -0.487744 0.491 -0.352 0.307
H -1.848054 -0.696940 -1.324567 0.551 -0.276 -0.300
N -3.449852 2.967681 1.597403 -0.282 -1.227 0.913
H 3.480200 -1.648226 0.340821 -0.150 0.290 0.046
H -0.823983 -1.287902 0.528746 0.575 0.493 0.156
H -3.052174 2.471582 0.824079 0.011 0.438 -0.320
O -1.449642 1.087788 -0.271846 1.278 -2.247 -2.080
H -0.535453 1.207187 0.013218 -0.253 0.648 0.781
H 0.489207 -2.438539 0.918028 0.135 0.280 -0.237

***

Record 4
25
Properties=species:S:1:pos:R:3:forces:R:3 method="wB97M-V/def2-TZVPD" e_lumo_ev="-2.60 / -5.93" homo_ev="-7.65 / -12.63" multiplicity=5 charge=+1 homo_lumo_gap_ha="0.1856 / 0.2463"
C 2.937364 -0.702707 -1.401465 0.177 1.148 -0.270
S -1.012144 1.396852 1.302426 -0.171 0.267 -0.029
C 2.314763 0.529344 -1.792011 1.724 -0.470 1.015
H 0.405185 3.284223 1.580277 -0.005 -0.093 0.095
C -1.884594 0.634067 2.679610 -0.112 -0.136 0.349
C 2.205108 -1.789956 -1.895058 0.058 -0.215 -0.006
H 2.513124 -2.832203 -1.875907 -0.040 0.312 0.028
H -3.340352 -1.264637 -0.745204 0.618 -1.526 0.842
C 0.967313 -1.289660 -2.519955 -0.458 0.411 -0.199
P -2.130766 -2.024618 -0.350607 -0.737 0.114 0.078
H 0.562079 0.916017 -3.180305 0.722 -0.400 0.391
C -0.169119 2.672340 2.276816 0.014 -0.228 -0.177
H 0.390500 -1.766564 -3.333344 0.626 0.019 0.353
H -2.390265 1.451884 3.227564 0.188 -0.462 -0.282
H 2.758088 1.514915 -1.680541 -0.126 -0.300 0.082
H -2.062066 -2.260702 1.091879 -0.492 0.058 -1.349
C 1.085588 0.247280 -2.472361 -1.530 -0.365 -1.192
H -1.182938 0.107192 3.349475 -0.235 0.243 -0.336
H -2.646415 -0.061058 2.289667 0.368 0.305 0.134
Pd -0.708027 -0.606997 -1.222742 0.872 0.764 0.264
H 0.477175 2.210699 3.024595 -0.010 0.020 -0.076
H 3.908609 -0.763599 -0.868608 -0.869 -0.006 -0.471
H -0.938936 3.291605 2.758118 0.181 -0.230 -0.215
H -2.094453 -3.305245 -1.024901 -0.520 0.709 0.714
O 0.035177 0.411527 0.782583 -0.241 0.060 0.256

***

Record 5
6
Properties=species:S:1:pos:R:3:forces:R:3 method="wB97M-V/def2-TZVPD" e_lumo_ev=0.74 homo_ev=-8.13 multiplicity=1 homo_lumo_gap_ha=0.3259
H -0.233440 -1.805103 -0.213428 0.380 0.310 0.570
H 0.548064 -0.892911 1.522334 -0.446 -0.357 -0.790
H -0.583357 1.512488 -1.059334 0.314 0.917 -0.540
S -0.599005 -0.958642 0.778956 -0.626 -2.220 1.813
O -0.024726 0.946390 -0.539100 0.082 0.562 -0.555
H 0.892464 1.197777 -0.489427 0.295 0.789 -0.498

***

Record 6
51
Properties=species:S:1:pos:R:3:forces:R:3 method="wB97M-V/def2-TZVPD" e_lumo_ev="-7.14 / -8.95" homo_ev="-10.84 / -15.34" multiplicity=6 charge=+2 homo_lumo_gap_ha="0.1357 / 0.2349"
H -2.272807 2.665399 -1.350387 -0.193 -0.259 -0.333
H 2.220975 0.073707 -1.661171 0.024 -1.415 0.219
C -1.407733 -1.705806 -2.035182 0.056 -0.573 -0.796
H -3.383378 1.590706 -2.303813 0.190 0.091 0.239
H -0.874132 -0.239272 5.014542 0.070 0.145 -0.315
H 3.099480 0.327312 2.108220 0.417 0.009 -0.148
H 2.292493 2.130891 -2.469294 -0.241 0.153 0.221
H -4.426364 1.009942 0.334307 0.269 -0.083 0.196
O 0.004381 3.230160 -0.655997 -0.671 0.805 0.945
H 1.901880 -2.555679 2.158694 0.212 -0.365 -0.380
C -3.477992 0.647679 0.758454 -0.150 0.325 0.310
C -2.673940 -1.115272 -1.460005 0.303 0.101 0.318
H 3.086417 -1.585073 -1.535054 -0.240 0.316 0.036
P 1.922826 -0.883275 0.479020 0.927 -0.174 -1.334
C -2.407204 1.673433 -1.805282 -0.026 0.620 0.025
C 0.960912 -1.673714 -1.954203 0.585 -0.636 -0.786
Fe -0.227129 -0.227425 0.144681 -0.335 0.216 1.791
H 3.496441 0.914939 0.452681 -0.065 -0.266 0.219
H -3.376022 -0.821943 -2.252144 0.082 -0.361 0.201
H 4.215370 -0.629897 1.060325 -0.198 0.199 0.006
H -3.147962 -1.808797 -0.747093 0.036 0.063 -0.310
H 0.518651 3.542865 3.459609 0.062 -0.490 -0.094
H 0.054978 4.202787 -0.496038 -0.062 -1.000 -0.061
H -2.306023 -2.952370 -3.549612 0.442 0.282 0.149
C 0.668783 1.848467 2.103239 0.596 0.199 0.097
C 0.331243 0.499106 1.904844 -0.080 0.060 0.327
H -0.079486 -3.755829 -4.414949 -0.156 0.346 0.235
H -3.636281 -0.299634 1.296948 0.066 0.350 -0.217
H -0.277868 2.789460 0.179166 0.213 0.783 -0.738
C 0.340100 2.470740 3.321664 -0.015 -0.167 -0.371
H -0.489540 -1.301518 2.778229 0.112 0.290 0.185
C 3.334601 0.025733 1.080275 -0.031 0.446 0.382
N -0.240362 -1.328242 -1.431824 0.112 0.379 -0.412
C -0.472912 0.349916 4.188497 -0.028 0.146 -0.356
C -0.195469 1.712238 4.366310 -0.106 -0.134 0.008
C 2.078067 -2.572335 1.069318 -0.571 -0.109 0.753
H 3.099551 -2.901297 0.829978 -0.240 0.040 0.171
C -0.239690 -0.249432 2.943607 0.143 -0.410 0.497
C 1.038280 -2.543541 -3.041175 0.199 0.519 0.592
C -1.367094 -2.586340 -3.116480 -0.534 0.267 0.554
H -1.613408 1.546036 -2.553602 -0.154 -0.050 0.217
H -3.068125 1.387903 1.466869 -0.384 -0.205 -0.166
C 2.163498 -1.016926 -1.328619 -0.095 0.187 -0.287
O 1.880021 1.788345 -1.662993 -0.800 0.909 0.151
H 1.241682 2.387947 1.339679 -0.235 -0.154 0.379
C -0.139751 -3.026314 -3.602974 0.357 -0.390 -0.224
H 2.031171 -2.797647 -3.415769 -0.429 -0.063 -0.034
H -0.386131 2.178182 5.339391 0.091 -0.173 -0.432
H 1.099346 2.389152 -1.392303 1.476 -0.647 -0.663
H 1.338038 -3.223325 0.575454 0.301 0.257 0.221
P -2.232384 0.417853 -0.518053 -1.304 -0.382 -1.183

***

Calculated energy above the lowest of the compared OMol25 structures with the same formula, charge and spin in order - 615.55, 0.00, 471.95, 76.60, 119.58, 110.71 kJ/mol